Entry 1:
# C5H38NO13

14 unconnected molecules or ions with the total composition C5H38NO13 (ωB97M-V with the def2-TZVPD basis set, the OMol25 dataset).

The geometry in XYZ format:
```
57
Properties=species:S:1:pos:R:3:mulliken_charge:R:1
C 0.4086 1.9862 -0.8720 -1.80
C 0.0951 0.7331 -0.0704 0.98
N 1.0457 -0.4110 -0.5765 0.57
C 1.4868 -1.2082 0.6549 -0.74
C 1.4678 -0.1699 1.7847 -0.09
C 0.3607 0.7928 1.4007 -0.12
H -0.4212 2.6588 -0.6287 0.46
H 0.4758 1.5894 -1.8902 0.48
H 1.3492 2.5136 -0.7111 0.28
H -0.9150 0.4557 -0.3851 -0.07
H 1.8863 -0.1364 -1.0765 0.10
H 0.3933 -0.9774 -1.1239 0.00
H 0.9181 -2.0911 0.8121 0.23
H 2.5205 -1.5743 0.5809 0.36
H 1.4085 -0.7149 2.7256 0.41
H 2.3280 0.5105 1.8049 0.00
H 0.7132 1.7928 1.6365 0.72
H -0.4816 0.5391 2.0491 -0.49
H -3.8822 -2.9387 -2.3230 0.34
H -3.4446 -1.7378 -1.6799 0.29
O -3.2287 -2.6966 -1.6470 -0.67
H -2.1080 -0.3069 3.9910 0.26
H -2.0177 1.1059 3.2619 0.37
O -1.7519 0.5856 4.0242 -0.69
H -3.3764 0.3817 -2.2779 0.31
H -4.4597 -0.1978 -1.2783 0.31
O -3.5461 0.0793 -1.3723 -0.63
H 3.3035 1.4320 -2.1166 0.29
H 2.9239 1.3978 -3.5528 0.30
O 2.6914 0.9687 -2.7198 -0.54
H 2.8454 2.0792 3.6561 0.30
H 3.5093 3.1155 2.7380 0.32
O 3.5343 2.1953 2.9839 -0.61
H 0.7464 2.2445 5.0671 0.27
H 0.0594 1.3790 3.9756 0.32
O 0.8679 1.8560 4.2097 -0.60
H -2.0617 -1.1074 -3.9550 0.34
H -2.0402 0.3288 -4.5186 0.30
O -2.6060 -0.3295 -4.1151 -0.65
H -3.0795 -2.0532 1.8076 0.25
H -1.6071 -2.5889 2.0433 0.33
O -2.3319 -2.0637 2.4068 -0.57
H -0.7784 -3.8745 -0.2684 0.27
H -1.6517 -2.6211 -0.1453 0.21
O -0.8045 -2.9962 0.1249 -0.50
H -3.4359 0.8341 1.2008 0.26
H -3.0497 2.3243 0.9590 0.29
O -3.0354 1.6123 1.5864 -0.61
H 3.2903 -1.4516 -2.5609 0.30
H 2.7928 -1.1797 -4.0729 0.27
O 2.6183 -1.5770 -3.2244 -0.57
H -1.3902 -2.3628 -2.5650 0.35
H 0.0421 -2.5325 -3.1190 0.25
O -0.5525 -1.9167 -2.7112 -0.66
H 3.6694 1.8063 0.6318 0.20
H 4.4600 2.6305 -0.2387 0.29
O 3.8460 1.8868 -0.3208 -0.58
```

The calculation puts the lowest unoccupied orbital energy at -0.095 Eh. The energy relative to the best compared isomer or geometry (same formula, charge and spin) comes out at 8.9 kJ/mol. Its total charge is +1. The calculation puts the frontier orbital gap at 10.804 eV.

Entry 2:
# C17H45F3N11O24S

12 unconnected molecules or ions with the total composition C17H45F3N11O24S (ωB97M-V with the def2-TZVPD basis set, the OMol25 dataset).

The geometry in XYZ format:
```
101
Properties=species:S:1:pos:R:3:mulliken_charge:R:1
C 0.3816 -6.5598 -2.1964 -1.33
C -1.0276 -6.7119 -2.7664 0.12
O -0.9006 -6.5925 -4.1767 -0.56
C -1.9511 -5.5756 -2.3491 -0.29
O -2.0528 -5.4733 -0.8652 -0.24
S -2.7237 -4.0561 -0.4647 0.25
C -1.3106 -3.1915 0.3239 -0.65
C -0.0676 -3.1123 -0.5988 0.08
C 1.2493 -3.0616 0.1632 0.92
F 1.8848 -1.9284 -0.0737 -0.25
F 2.0149 -4.0605 -0.2053 -0.29
F 1.1166 -3.1416 1.4752 -0.35
H 1.0021 -5.9734 -2.8679 0.34
H 0.3579 -6.1252 -1.1986 0.31
H 0.8389 -7.5413 -2.1216 0.34
H -1.4220 -7.6900 -2.4987 0.45
H -1.6019 -7.1371 -4.5585 0.36
H -1.5522 -4.6510 -2.7686 0.47
H -2.9602 -5.7409 -2.7129 0.19
H -3.0847 -3.3853 -1.5972 0.30
H -1.1131 -3.7985 1.2006 0.56
H -1.5809 -2.1704 0.5847 0.49
H -0.1070 -2.2161 -1.2074 0.11
H -0.0431 -3.9319 -1.3066 -0.32
C -0.7173 1.5314 -1.6524 -0.80
N -1.3570 0.3003 -2.1912 0.89
O -1.4790 0.1830 -3.3842 -0.53
O -1.7194 -0.5330 -1.3630 -0.50
H -0.4419 2.1712 -2.4809 0.33
H -1.4347 2.0222 -1.0082 0.37
H 0.1594 1.2158 -1.0931 0.24
C -6.5210 -5.0407 -2.9688 -0.79
N -5.5828 -5.7992 -3.8452 0.94
O -4.4778 -5.3042 -4.0467 -0.60
O -5.9635 -6.8512 -4.2969 -0.52
H -6.0312 -4.1362 -2.6536 0.30
H -7.4099 -4.8182 -3.5508 0.34
H -6.7595 -5.6705 -2.1197 0.33
C 5.3215 -3.6357 -0.1492 -0.63
N 6.3775 -4.0674 -1.1021 0.92
O 7.4963 -3.6220 -0.9478 -0.52
O 6.0423 -4.8481 -1.9735 -0.54
H 5.7588 -2.9509 0.5684 0.28
H 4.5408 -3.1475 -0.7259 0.31
H 4.9465 -4.5232 0.3448 0.19
C -8.3112 -2.1862 0.2306 -0.80
N -7.7134 -3.2393 -0.6315 0.90
O -6.4961 -3.2649 -0.7459 -0.52
O -8.4795 -4.0102 -1.1703 -0.52
H -7.5074 -1.5807 0.6370 0.36
H -8.9667 -1.5945 -0.3883 0.30
H -8.8620 -2.6837 1.0186 0.28
C 0.7264 6.0709 -0.9913 -0.47
N 0.0410 4.8702 -1.5304 0.96
O -0.0793 4.7665 -2.7330 -0.55
O -0.3502 4.0514 -0.7149 -0.54
H 1.0277 6.7014 -1.8195 0.31
H 0.0260 6.5895 -0.3425 0.32
H 1.5885 5.7187 -0.4382 -0.02
C 7.5366 -6.6524 1.1903 -0.62
N 6.2474 -6.7081 1.9364 0.88
O 5.8671 -7.7893 2.3244 -0.52
O 5.6586 -5.6516 2.1088 -0.54
H 7.9366 -7.6568 1.1200 0.31
H 7.3303 -6.2478 0.2038 0.22
H 8.2074 -6.0030 1.7452 0.27
C 4.5771 6.5764 1.3625 -0.71
N 3.8812 5.3855 0.8060 0.88
O 3.7747 5.3069 -0.4069 -0.55
O 3.4610 4.5709 1.6012 -0.50
H 4.8905 7.2107 0.5425 0.32
H 3.8729 7.0962 2.0032 0.21
H 5.4335 6.2206 1.9283 0.34
C -12.7760 -3.7433 -0.3973 -0.77
N -11.4454 -3.2509 0.0525 0.92
O -11.0384 -2.2062 -0.4250 -0.54
O -10.8593 -3.9297 0.8699 -0.50
H -13.1775 -3.0419 -1.1191 0.33
H -12.6270 -4.7218 -0.8446 0.29
H -13.4127 -3.8081 0.4802 0.28
C 2.8829 10.9122 3.2213 -0.58
N 3.3991 9.9427 2.2167 0.85
O 4.5982 9.8955 2.0423 -0.50
O 2.5753 9.2584 1.6348 -0.52
H 3.7184 11.4453 3.6532 0.18
H 2.2147 11.5936 2.7028 0.29
H 2.3510 10.3432 3.9787 0.30
C 3.2175 0.7087 0.9147 -0.83
N 3.9641 1.3380 2.0397 0.97
O 5.1780 1.3305 1.9785 -0.56
O 3.3031 1.8086 2.9394 -0.51
H 3.9324 0.3317 0.1918 0.32
H 2.6263 -0.0983 1.3340 0.30
H 2.5837 1.4733 0.4731 0.28
C 5.6453 14.7978 5.4781 -0.70
N 4.9521 13.6049 4.9184 0.86
O 4.8521 13.5226 3.7093 -0.52
O 4.5305 12.7890 5.7140 -0.51
H 5.9626 15.4295 4.6567 0.32
H 4.9371 15.3158 6.1180 0.28
H 6.4980 14.4414 6.0483 0.27
```

The calculation puts the lowest unoccupied orbital energy at -0.121 Eh. Its total charge is +1. The calculation puts the frontier orbital gap at 9.199 eV.

Entry 3:
# C4H5NO

C4H5NO in the gas phase (ωB97M-V with the def2-TZVPD basis set, the OMol25 dataset).

The geometry in XYZ format:
```
11
Properties=species:S:1:pos:R:3:mulliken_charge:R:1
N 2.7882 0.0538 -0.6288 -0.45
C 1.8372 0.1819 -0.0075 0.20
C 0.5422 0.1983 0.5347 -0.04
C -0.2995 -0.9784 0.1465 -0.65
C -0.5917 0.4021 -0.5451 -0.08
O -1.6606 1.1988 -0.2735 -0.52
H 0.4109 0.6964 1.4878 0.32
H 0.3483 -1.6709 -0.3528 0.27
H -1.1544 -1.2855 0.7095 0.25
H -0.0288 0.4609 -1.5102 0.37
H -2.1920 0.7426 0.4395 0.34
```

The calculation puts the lowest unoccupied orbital energy at 0.020 Eh. The energy relative to the best compared isomer or geometry (same formula, charge and spin) comes out at 196.8 kJ/mol. Its total charge is 0. The calculation puts the frontier orbital gap at 10.347 eV. Its structure (SMILES) is N#C[C@@H]1C[C@H]1O.

Entry 4:
# C2H6N3O2

3 unconnected molecules or ions with the total composition C2H6N3O2 (ωB97M-V with the def2-TZVPD basis set, the OMol25 dataset).

The geometry in XYZ format:
```
13
Properties=species:S:1:pos:R:3:mulliken_spin:R:1
C -1.3636 0.1304 1.6943 0.04
C -0.7400 1.1518 -0.1877 0.31
N 0.9261 0.0641 -2.4724 0.43
N -0.6806 1.1943 1.0560 0.01
N 1.6159 -0.1712 -1.6210 0.64
O 1.8881 -2.1564 -1.4727 0.96
O 2.3536 0.1865 -0.8224 -0.05
H -1.7546 -0.6419 1.0083 0.00
H -0.7370 -0.4370 2.4441 -0.01
H -2.1661 0.4883 2.3086 -0.01
H -0.2797 1.9216 -0.7705 -0.27
H 2.4285 -2.1523 -0.5954 -0.08
H -1.4906 0.4216 -0.5693 0.04
```

The calculation puts the lowest unoccupied orbital energy (alpha / beta) at 0.145 / 0.099 Eh. Its multiplicity is 3. The energy relative to the best compared isomer or geometry (same formula, charge and spin) comes out at 152.8 kJ/mol. Its total charge is -1. The calculation puts the frontier orbital gap (alpha / beta) at 3.499 / 7.044 eV.

Entry 5:
# C4H16O3

4 unconnected molecules or ions with the total composition C4H16O3 (ωB97M-V with the def2-TZVPD basis set, the OMol25 dataset).

The geometry in XYZ format:
```
23
Properties=species:S:1:pos:R:3:mulliken_spin:R:1
C 0.3231 -1.4832 0.7729 0.07
C -0.9691 -1.8401 0.0204 -0.11
C -1.1673 -0.7678 -1.0609 0.20
C -2.1782 0.2977 -0.6492 1.36
H 1.0419 -1.0331 0.0931 0.06
H 0.7671 -2.3147 1.3320 0.02
H -0.0188 -0.7602 1.5145 -0.02
H -1.8226 -1.8334 0.6998 0.01
H -0.9282 -2.7953 -0.5009 -0.07
H -1.5388 -1.2430 -1.9767 -0.12
H -0.2841 -0.2027 -1.3527 -0.01
H -2.0254 1.2676 -1.0900 -0.53
H -1.9016 0.4792 0.4028 0.04
H -3.2431 0.0713 -0.5763 -0.10
H 2.9006 -0.8956 2.2829 0.00
H 2.2956 0.4206 1.9709 -0.02
O 2.8504 -0.0004 2.6466 0.05
H 2.5569 0.8844 -1.0874 -0.04
H 1.3903 1.7024 -0.3577 -0.01
O 2.2417 1.2320 -0.2509 0.53
H 0.1245 3.6294 -0.7307 -0.27
H -0.6802 2.5084 -1.1480 -0.08
O 0.2652 2.6766 -0.9545 0.03
```

The calculation puts the lowest unoccupied orbital energy (alpha / beta) at 0.127 / 0.124 Eh. Its multiplicity is 2. The energy relative to the best compared isomer or geometry (same formula, charge and spin) comes out at 61.5 kJ/mol. Its total charge is -1. The calculation puts the frontier orbital gap (alpha / beta) at 2.845 / 10.803 eV.

Entry 6:
# FH12O6

7 unconnected molecules or ions with the total composition FH12O6 (ωB97M-V with the def2-TZVPD basis set, the OMol25 dataset).

The geometry in XYZ format:
```
19
Properties=species:S:1:pos:R:3:mulliken_charge:R:1
F 13.0377 -7.3538 16.1634 -0.73
O 12.5447 -9.9197 15.7160 -0.69
H 12.8132 -8.9842 15.8507 0.33
H 11.6868 -9.8388 16.1451 0.33
O 13.8735 -8.9201 18.3286 -0.68
H 13.1662 -9.5358 18.5428 0.32
H 13.6334 -8.4323 17.5591 0.28
O 13.8362 -4.9994 15.6244 -0.74
H 13.4276 -5.8947 15.7767 0.34
H 13.3569 -4.3969 16.2076 0.30
O 12.0095 -6.1190 18.2392 -0.69
H 12.4622 -6.6418 17.5716 0.34
H 12.5168 -6.2797 18.9947 0.31
O 10.7464 -7.3404 15.0934 -0.73
H 10.4728 -6.4815 14.7582 0.28
H 11.6399 -7.2459 15.4920 0.46
O 15.0739 -7.7699 14.4342 -0.68
H 14.3716 -7.5659 15.0132 0.34
H 15.7355 -8.0855 15.0591 0.31
```

The calculation puts the lowest unoccupied orbital energy at 0.138 Eh. The energy relative to the best compared isomer or geometry (same formula, charge and spin) comes out at 40.7 kJ/mol. Its total charge is -1. The calculation puts the frontier orbital gap at 10.856 eV.

Q: Which value of total charge does entry 6 give?
A: -1